(1)
ORCA calculation (ωB97M-V/def2-TZVPD) on a molecular structure, C34H35LiN3P2S2.

Each line ends with the Mulliken charge.
CARTESIAN COORDINATES (ANGSTROEM)
S  -3.962  6.734  -2.814  -0.357
S  2.999  -4.047  -2.793  -0.082
P  1.210  0.722  0.065  -0.267
P  -1.225  -0.649  -0.009  -0.321
N  -1.872  3.218  0.622  -0.366
N  -4.468  7.459  -0.367  -0.294
N  0.456  -0.757  -0.546  0.757
C  2.575  1.751  -2.085  -0.200
C  -2.566  4.437  -1.320  -0.764
C  -1.976  -2.139  -0.751  0.532
C  -0.585  -2.007  2.490  -0.530
C  3.042  -0.433  4.121  -0.732
C  4.877  1.398  -2.654  -0.631
C  -3.205  5.399  -0.539  1.183
C  0.922  -2.194  -2.556  -0.153
C  1.895  0.175  1.660  1.169
C  -1.925  3.383  -0.708  -0.252
C  -3.895  6.556  -1.176  0.255
C  3.184  -1.308  3.051  -0.770
C  -3.156  -4.324  -2.003  -0.568
C  -2.178  -4.521  -1.035  -0.683
C  2.039  -5.141  -1.711  -0.712
C  0.432  -0.845  -2.038  -1.352
C  -3.158  5.219  0.843  -0.758
C  5.048  0.670  -1.486  -0.783
C  -2.183  -0.220  2.480  -0.886
C  -1.588  -3.434  -0.413  -0.459
C  3.642  1.960  -2.942  -0.677
C  -1.710  -1.372  4.525  -0.679
C  -3.548  -3.039  -2.344  -0.685
C  2.388  -2.435  -2.229  0.408
C  2.313  0.737  3.972  -0.739
C  -2.410  -0.395  3.838  -0.735
C  3.980  0.455  -0.628  -0.521
C  1.748  1.039  2.742  -0.883
C  -1.268  -1.019  1.785  1.310
C  2.614  -1.008  1.825  -0.056
C  -2.964  -1.949  -1.715  -0.217
C  -2.489  4.131  1.371  -0.772
C  2.719  0.956  -0.942  0.469
C  -0.795  -2.171  3.849  -0.790
Li  -0.870  1.592  1.057  1.891
H  -0.815  -3.595  0.323  0.351
H  0.988  -5.144  -1.995  0.191
H  0.302  -2.988  -2.141  -0.159
H  -2.756  0.528  1.933  0.581
H  1.619  2.216  -2.298  0.418
H  -3.603  -5.177  -2.496  0.409
H  -0.235  -2.926  4.385  0.448
H  2.196  1.417  4.806  0.456
H  -1.425  2.624  -1.300  0.434
H  0.799  -2.204  -3.642  0.416
H  2.575  -2.353  -1.157  -0.647
H  -3.635  5.909  1.524  0.257
H  -4.303  -2.889  -3.104  0.431
H  3.018  -1.707  -2.745  0.117
H  -4.454  7.411  0.635  0.143
H  2.452  -6.138  -1.842  0.396
H  3.503  -0.662  5.073  0.406
H  0.135  -2.636  1.991  0.240
H  -1.877  -1.516  5.584  0.417
H  2.156  -4.832  -0.672  0.168
H  5.710  1.543  -3.329  0.411
H  2.702  -1.699  0.995  0.110
H  1.064  -0.070  -2.466  0.703
H  1.189  1.963  2.612  0.445
H  3.514  2.568  -3.828  0.434
H  -2.580  4.526  -2.396  0.407
H  -4.927  8.243  -0.799  0.206
H  -1.869  -5.523  -0.769  0.461
H  4.147  -0.094  0.285  0.443
H  -3.137  0.222  4.351  0.469
H  -0.581  -0.674  -2.422  0.385
H  6.020  0.267  -1.235  0.440
H  -3.274  -0.944  -1.977  0.418
H  3.738  -2.230  3.177  0.455
H  -2.442  3.981  2.443  0.444

Values from the calculation:
LUMO (eV): -3.20
Multiplicity: 1
Molar mass (g mol⁻¹): 618.698
Net charge: +1


(2)
ORCA calculation (ωB97M-V/def2-TZVPD) on 2 unconnected molecules or ions with the total composition C9H14.

Each line ends with the Mulliken charge.
CARTESIAN COORDINATES (ANGSTROEM)
C  -0.230  -0.190  1.556  -0.427
C  -1.005  1.962  -2.767  -0.890
C  2.050  -0.866  0.101  -0.526
C  0.857  -1.574  -0.047  -0.298
C  -1.492  2.142  -1.269  -0.542
C  -1.626  -1.856  0.258  -1.372
C  2.063  0.144  1.065  -0.515
C  -0.298  -1.292  0.688  0.713
C  0.888  0.628  1.630  -0.359
H  0.820  -2.500  -0.610  0.368
H  -2.345  -1.510  1.013  0.337
H  -1.932  -1.424  -0.697  0.262
H  -1.389  1.085  -3.264  0.302
H  0.939  1.620  2.050  0.408
H  0.068  2.013  -2.787  0.268
H  -2.563  2.352  -1.329  0.312
H  2.842  0.911  1.208  0.263
H  -1.265  1.327  -0.599  -0.033
H  -1.008  3.108  -1.054  0.306
H  2.883  -1.179  -0.516  0.392
H  -1.119  0.109  2.099  0.318
H  -1.759  -2.940  0.265  0.413
H  -1.447  2.886  -3.130  0.298

Values from the calculation:
LUMO (eV): 0.99
Multiplicity: 1
Molar mass (g mol⁻¹): 122.211
SMILES string: Cc1ccccc1.CC
Relative energy (zero: lowest compared OMol25 entry of this formula, charge and spin) (kcal per mole): 25.8
Net charge: 0


(3)
ORCA calculation (ωB97M-V/def2-TZVPD) on 2 unconnected molecules or ions with the total composition C4H9NOS.

Each line ends with the Mulliken charge.
CARTESIAN COORDINATES (ANGSTROEM)
S  1.498  -0.590  -1.451  -0.230
O  -2.496  1.466  -0.963  -0.517
N  -1.455  0.340  0.872  -0.102
C  0.914  -0.881  1.497  -0.629
C  -0.080  0.289  1.467  0.306
C  -1.805  1.430  0.043  0.001
C  1.569  -1.403  0.284  -0.432
H  1.087  -2.366  0.093  0.285
H  2.661  -1.713  0.548  0.332
H  0.561  -1.700  2.082  0.293
H  0.039  0.891  2.359  0.229
H  0.147  -0.694  -1.743  0.139
H  0.384  0.911  0.682  -0.632
H  -1.767  -0.587  0.522  0.307
H  0.829  1.638  0.067  0.214
H  -1.336  2.351  0.460  0.434

Values from the calculation:
LUMO (eV): -2.17
Multiplicity: 1
Molar mass (g mol⁻¹): 119.189
Relative energy (zero: lowest compared OMol25 entry of this formula, charge and spin) (kcal per mole): 196.9
Net charge: 0


(4)
ORCA calculation (ωB97M-V/def2-TZVPD) on 4 unconnected molecules or ions with the total composition C6H20O4.

Each line ends with the Mulliken charge.
CARTESIAN COORDINATES (ANGSTROEM)
O  18.219  -5.102  -18.212  -0.521
O  16.263  -9.472  -16.797  -0.641
O  16.420  -11.194  -11.738  -0.531
O  16.651  -12.511  -20.290  -0.527
C  18.799  -3.986  -17.506  -0.220
C  15.690  -10.797  -9.495  -1.021
C  16.012  -10.191  -10.841  -0.155
C  18.094  -3.748  -16.169  -0.958
C  15.753  -12.576  -21.409  -0.111
C  16.549  -12.865  -22.676  -1.157
H  18.704  -3.154  -18.204  0.250
H  16.349  -10.847  -12.631  0.302
H  17.124  -3.262  -16.278  0.273
H  17.537  -12.285  -20.583  0.297
H  19.858  -4.243  -17.525  0.280
H  18.759  -3.024  -15.699  0.309
H  16.791  -8.859  -17.307  0.310
H  18.008  -4.575  -15.464  0.301
H  15.812  -13.256  -23.377  0.335
H  18.588  -5.100  -19.098  0.287
H  15.157  -11.664  -21.451  0.244
H  16.296  -10.289  -17.295  0.331
H  15.394  -10.002  -8.811  0.324
H  17.223  -13.706  -22.516  0.364
H  16.517  -11.336  -9.031  0.287
H  14.911  -11.551  -9.603  0.277
H  15.140  -9.745  -11.319  0.261
H  16.815  -9.454  -10.837  0.255
H  15.161  -13.468  -21.206  0.225
H  16.972  -11.964  -23.121  0.330

Values from the calculation:
LUMO (eV): 0.63
Multiplicity: 1
Molar mass (g mol⁻¹): 156.222
SMILES string: CCO.CCO.CCO.O
Relative energy (zero: lowest compared OMol25 entry of this formula, charge and spin) (kcal per mole): 39.1
Net charge: 0


(5)
ORCA calculation (ωB97M-V/def2-TZVPD) on CH2Br2ClP in the gas phase.

Each line ends with the Mulliken charge.
CARTESIAN COORDINATES (ANGSTROEM)
Br  2.107  -0.949  -1.946  -0.180
Br  3.180  1.222  0.489  -0.110
Cl  0.025  0.229  2.162  -0.142
P  2.019  -0.662  0.316  0.244
C  0.192  -0.185  0.515  -0.487
H  0.054  0.686  -0.068  0.331
H  -0.632  -0.899  0.193  0.345

Values from the calculation:
LUMO (eV): 0.03
Multiplicity: 1
Molar mass (g mol⁻¹): 240.262
SMILES string: ClCP(Br)Br
Relative energy (zero: lowest compared OMol25 entry of this formula, charge and spin) (kcal per mole): 0.0
Net charge: 0


(6)
ORCA calculation (ωB97M-V/def2-TZVPD) on 5 unconnected molecules or ions with the total composition H11O5.

Each line ends with the Mulliken charge.
CARTESIAN COORDINATES (ANGSTROEM)
O  1.584  0.358  -0.934  -0.666
O  0.419  -2.688  1.918  -0.641
O  -1.820  0.453  -0.006  -0.674
O  -0.131  -1.434  -0.335  -0.424
O  -0.118  2.710  -0.729  -0.736
H  0.122  3.289  -0.013  0.321
H  2.410  0.421  -1.403  0.350
H  -2.742  0.604  -0.178  0.360
H  -0.199  3.254  -1.549  0.343
H  -0.898  -0.800  -0.134  0.461
H  0.069  -1.914  0.546  0.492
H  1.210  1.269  -0.950  0.358
H  0.714  -3.607  1.998  0.326
H  -1.423  1.303  -0.291  0.355
H  0.602  -0.851  -0.720  0.467
H  0.202  -2.367  2.779  0.309

Values from the calculation:
LUMO (eV): -2.97
Multiplicity: 1
Molar mass (g mol⁻¹): 91.083
Relative energy (zero: lowest compared OMol25 entry of this formula, charge and spin) (kcal per mole): 0.0
Net charge: +1


Number 1: highest occupied orbital energy -10.319 eV, HOMO-LUMO gap 7.118 eV. Number 2: highest occupied orbital energy -9.018 eV, HOMO-LUMO gap 10.005 eV. Number 3: highest occupied orbital energy -7.272 eV, HOMO-LUMO gap 5.105 eV. Number 4: highest occupied orbital energy -9.897 eV, HOMO-LUMO gap 10.529 eV. Number 5: highest occupied orbital energy -9.610 eV, HOMO-LUMO gap 9.641 eV. Number 6: highest occupied orbital energy -16.293 eV, HOMO-LUMO gap 13.326 eV.